Record 1
C40H35F5GeO2S3Ti as an isolated structure. Source: the OMol25 dataset; level of theory: ωB97M-V/def2-TZVPD.

Properties
Energy = -171853.5150 eV
E_HOMO (alpha / beta) = -0.494 / -0.495 Ha
Relative energy (zero: lowest compared OMol25 entry of this formula, charge and spin) = 0.0 kcal/mol
Net charge = +2
Largest force on an atom = 0.14 eV/Å

Geometry as XYZ:
```
87
C40H35F5GeO2S3Ti (ωB97M-V/def2-TZVPD)
Ti 0.4394 -0.2070 0.4897
C 3.1139 -1.8579 1.1885
C 2.7930 -0.5561 1.5744
C 2.0046 -0.3348 2.7104
C 1.5575 -1.4207 3.4604
C 1.9202 -2.7112 3.0977
C 2.6921 -2.9308 1.9638
H 3.7318 -2.0253 0.3154
H 3.2215 0.2915 1.0507
H 1.7963 0.6761 3.0408
H 0.9633 -1.2462 4.3478
H 1.6068 -3.5486 3.7082
H 2.9751 -3.9384 1.6861
O -0.7455 -0.2245 -1.0085
S -1.7752 0.6866 -1.7679
C -2.5762 -0.5849 -2.7550
C -3.5262 -1.4613 -1.9294
C -2.9621 -2.1407 -0.6763
C -1.7827 -3.0750 -0.9469
S -0.8577 -3.3715 0.5717
O -0.1104 -2.0371 0.8018
C 0.3864 -4.4854 0.0133
C 1.2725 -4.1286 -0.9984
C 2.2560 -5.0285 -1.3642
C 2.3416 -6.2656 -0.7279
C 1.4510 -6.6084 0.2785
C 0.4648 -5.7096 0.6627
C -0.8074 1.5578 -2.9481
C -0.9130 2.9442 -2.8959
C -0.1429 3.7075 -3.7610
C 0.7182 3.0805 -4.6505
C 0.8205 1.6914 -4.6856
C 0.0543 0.9176 -3.8335
H -1.7818 -1.1486 -3.2449
H -3.1349 -0.0460 -3.5228
H -3.9172 -2.2170 -2.6148
H -4.3794 -0.8549 -1.6221
H -3.7695 -2.7115 -0.2151
H -2.6721 -1.3810 0.0511
H -1.0681 -2.6780 -1.6682
H -2.1018 -4.0649 -1.2806
H 1.2113 -3.1571 -1.4756
H 2.9579 -4.7736 -2.1469
H 3.1126 -6.9648 -1.0229
H 1.5245 -7.5690 0.7691
H -0.2298 -5.9566 1.4563
H -1.5836 3.4099 -2.1835
H -0.2173 4.7863 -3.7412
H 1.3190 3.6761 -5.3258
H 1.4967 1.2158 -5.3838
H 0.1410 -0.1612 -3.8509
F 4.8516 2.5733 -3.9385
C 3.9825 2.4622 -2.9495
C 3.4962 1.2158 -2.5894
F 3.8861 0.1180 -3.2292
C 2.5672 1.1441 -1.5762
F 2.0677 -0.0933 -1.2425
C 2.0836 2.2369 -0.8888
S 0.8829 2.1025 0.4011
C 2.5857 3.4755 -1.2739
F 2.1508 4.5784 -0.6760
C 3.5216 3.5931 -2.2894
F 3.9620 4.7861 -2.6508
Ge -1.3375 0.7586 2.2338
C -2.7015 1.6780 1.2037
C -3.8777 0.9950 0.8907
C -4.8489 1.5828 0.0892
C -4.6535 2.8644 -0.4075
C -3.4983 3.5639 -0.0803
C -2.5277 2.9750 0.7181
C -0.5784 1.6847 3.7494
C -0.5925 1.0227 4.9788
C -0.0692 1.6306 6.1117
C 0.4729 2.9047 6.0248
C 0.4814 3.5753 4.8090
C -0.0405 2.9701 3.6752
H -1.9375 -0.5802 2.7154
H -4.0581 0.0063 1.2994
H -5.7691 1.0534 -0.1243
H -5.4132 3.3300 -1.0215
H -3.3653 4.5798 -0.4312
H -1.6364 3.5391 0.9638
H -1.0307 0.0340 5.0638
H -0.0933 1.1134 7.0617
H 0.8783 3.3811 6.9074
H 0.8913 4.5744 4.7437
H -0.0215 3.5117 2.7379
```

Atomic partial charges in e from the Mulliken method, atoms 1 to 6: Ti 0.58; C -0.04; C -1.41; C -0.77; C -0.31; C -0.67

Record 2
A 7-piece molecular cluster, C14H28Cl14 overall. Source: the OMol25 dataset; level of theory: ωB97M-V/def2-TZVPD.

Properties
Energy = -190288.2226 eV
E_HOMO = -0.389 Ha
SMILES = ClCCCl.ClCCCl.ClCCCl.ClCCCl.ClCCCl.ClCCCl.ClCCCl
Relative energy (zero: lowest compared OMol25 entry of this formula, charge and spin) = 0.0 kcal/mol
Largest force on an atom = 0.80 eV/Å

Geometry as XYZ:
```
56
C14H28Cl14 (ωB97M-V/def2-TZVPD)
Cl -15.8177 30.0716 -10.4735
C -16.1602 28.3244 -10.4610
C -17.2008 28.0262 -9.4105
Cl -17.5602 26.2700 -9.4006
H -15.2333 27.7888 -10.2621
H -16.4859 28.0388 -11.4575
H -18.1375 28.5391 -9.6069
H -16.8516 28.3094 -8.4225
Cl -19.4930 23.1486 -12.4009
C -18.1516 24.3451 -12.4642
C -16.9525 23.6975 -11.8216
Cl -15.5620 24.8217 -11.8288
H -18.4368 25.2334 -11.9112
H -17.9514 24.5298 -13.5088
H -16.6660 22.8039 -12.3738
H -17.1672 23.4121 -10.7954
Cl -18.7703 19.7096 -10.3663
C -19.0934 19.5666 -12.1045
C -17.9922 18.8410 -12.8179
Cl -16.5290 19.8409 -12.9889
H -19.2065 20.5656 -12.5116
H -20.0256 19.0204 -12.2372
H -18.3169 18.5553 -13.8178
H -17.7500 17.9098 -12.3047
Cl -12.0267 27.3132 -11.0673
C -12.2687 25.5421 -11.0710
C -10.9970 24.7991 -10.8184
Cl -10.2759 25.1965 -9.2379
H -12.6777 25.2843 -12.0416
H -13.0351 25.3529 -10.3255
H -10.2498 24.9994 -11.5788
H -11.2062 23.7320 -10.7829
Cl -13.6810 20.7556 -15.8777
C -13.1916 20.4093 -14.2119
C -13.5043 21.5454 -13.2517
Cl -12.5018 23.0009 -13.5242
H -12.1283 20.1905 -14.1976
H -13.7532 19.5339 -13.8929
H -13.2857 21.1900 -12.2442
H -14.5492 21.8408 -13.2996
Cl -22.1004 27.4041 -12.6923
C -22.3044 25.6522 -12.9199
C -23.7485 25.2738 -12.6597
Cl -24.0560 23.6029 -13.2233
H -21.6323 25.1057 -12.2673
H -22.0433 25.4063 -13.9463
H -24.4368 25.9517 -13.1589
H -24.0014 25.3034 -11.6019
Cl -18.2233 20.0277 -18.4721
C -17.1300 21.3023 -17.9359
C -17.2509 21.4710 -16.4424
Cl -16.3591 22.9297 -15.9440
H -17.3865 22.2303 -18.4475
H -16.1140 21.0592 -18.2385
H -16.8221 20.6204 -15.9186
H -18.2940 21.5962 -16.1685
```

Atomic partial charges in e from the Mulliken method, atoms 1 to 6: Cl -0.21; C -0.15; C -0.50; Cl -0.18; H 0.12; H 0.24

Record 3
One molecule with the formula C4H3NO at a distorted geometry. Source: the OMol25 dataset; level of theory: ωB97M-V/def2-TZVPD.

Properties
Energy = -7728.6481 eV
E_HOMO (alpha / beta) = -0.344 / -0.344 Ha
SMILES = O=C[C@@H]1C2=N[C@H]21
Relative energy (zero: lowest compared OMol25 entry of this formula, charge and spin) = 94.5 kcal/mol
Largest force on an atom = 5.78 eV/Å

Geometry as XYZ:
```
9
C4H3NO (ωB97M-V/def2-TZVPD)
C 0.5012 1.3990 -0.2787
C 0.6178 -1.2146 0.2618
C 0.0621 -0.0266 -0.5281
C -1.0366 0.7622 0.1167
N -0.6631 2.0225 -0.2072
O -0.0172 -1.7753 1.1018
H 1.6469 -1.3822 -0.0906
H 0.1880 -0.2253 -1.4783
H -1.2992 0.4402 1.1026
```

Atomic partial charges in e from the Mulliken method, atoms 1 to 6: C -0.22; C -0.06; C 0.01; C 0.02; N -0.26; O -0.44